1.
The following is a DFT calculation (wB97M-V/def2-TZVPD) of a single C4H7NO molecule.

```
! RIJCOSX wB97M-V def2-TZVPD def2/J DEFGRID3
* xyz 0 1
O 1.18 1.93 0.55
C 1.69 0.95 0.08
C 1.01 -0.39 -0.08
C -0.40 -0.34 0.42
C -1.46 0.18 -0.46
N -1.42 -1.24 -0.09
H 2.74 0.98 -0.28
H 1.62 -1.15 0.42
H 1.01 -0.64 -1.15
H -0.51 -0.03 1.46
H -1.27 0.33 -1.52
H -2.10 0.91 0.01
H -2.09 -1.48 0.64
*
```

As for the HOMO energy: -9.7 eV. The calculation puts the energy above the lowest of the compared OMol25 structures with the same formula, charge and spin at 207.8 kJ/mol. The value obtained for the total energy is -286.5525 Eh. As for the SMILES: O=CC[C@H]1CN1. The HOMO-LUMO gap is 10.77 eV.

2.
The following is a DFT calculation (wB97M-V/def2-TZVPD) of 3 unconnected molecules or ions with the total composition C3H10O4 in a non-equilibrium geometry.

```
! RIJCOSX wB97M-V def2-TZVPD def2/J DEFGRID3
* xyz 0 1
C -2.24 -1.08 -0.14
C -0.73 -1.22 -0.23
C -0.07 0.11 -0.45
O -0.58 1.17 -0.13
O 1.18 0.09 -0.90
H -2.67 -0.45 -0.91
H -2.56 -0.69 0.82
H -2.69 -2.06 -0.37
H -0.34 -1.53 0.75
H -0.33 -1.93 -0.95
H 1.41 1.02 -1.18
O 1.88 2.45 -2.07
H 1.35 1.95 -2.71
H 1.22 3.04 -1.67
O 1.70 -0.44 3.71
H 2.50 -0.39 3.19
H 0.97 -0.03 3.24
*
```

As for the HOMO energy: -10.5 eV. The calculation puts the energy above the lowest of the compared OMol25 structures with the same formula, charge and spin at 13.6 kJ/mol. The value obtained for the total energy is -421.2799 Eh. As for the SMILES: CCC(=O)O.O.O. The HOMO-LUMO gap is 10.91 eV.

3.
The following is a DFT calculation (wB97M-V/def2-TZVPD) of a molecular structure, C19H52AsF6O17S7 in a non-equilibrium geometry.

```
! RIJCOSX wB97M-V def2-TZVPD def2/J DEFGRID3
* xyz -1 1
As -0.01 0.03 1.27
F 0.41 1.51 2.27
F 0.78 -1.17 2.33
F -0.52 -1.32 0.23
F -0.86 1.05 0.04
F 1.51 0.27 0.40
F -1.46 0.05 2.25
O -0.59 -6.40 -0.97
S -0.02 -5.20 -1.47
O 1.31 -4.73 -1.02
O 0.00 -5.23 -3.16
C -1.08 -5.89 -3.78
C -1.18 -5.28 -5.26
C -1.30 -3.80 -1.38
H -2.04 -5.82 -3.26
H -0.75 -6.92 -3.69
H -1.75 -4.36 -5.16
H -1.94 -5.66 -5.95
H -0.17 -5.17 -5.67
H -1.69 -3.63 -0.37
H -2.08 -3.92 -2.13
H -0.79 -2.87 -1.63
O 4.69 -3.93 -1.11
S 4.69 -3.19 0.14
O 5.51 -3.54 1.28
O 5.17 -1.65 -0.19
C 4.60 -1.00 -1.29
C 5.63 -0.07 -1.90
C 2.94 -2.81 0.69
H 3.79 -0.40 -0.88
H 4.17 -1.65 -2.06
H 6.04 0.62 -1.16
H 5.34 0.46 -2.80
H 6.52 -0.60 -2.26
H 2.46 -3.74 1.00
H 2.35 -2.26 -0.04
H 2.95 -2.24 1.62
O 4.15 2.00 -0.29
S 3.35 3.27 -0.33
O 3.00 3.96 0.95
O 4.00 4.29 -1.40
C 4.69 3.77 -2.50
C 5.11 5.05 -3.33
C 1.72 3.06 -1.26
H 4.09 2.99 -2.97
H 5.61 3.24 -2.25
H 5.70 5.78 -2.78
H 4.17 5.53 -3.60
H 5.63 4.84 -4.26
H 0.98 2.86 -0.48
H 1.85 2.21 -1.93
H 1.53 3.90 -1.93
O -7.90 -2.00 -1.32
S -7.34 -0.72 -1.67
O -7.92 0.55 -1.21
O -5.73 -0.73 -1.15
C -4.93 0.42 -1.44
C -3.50 0.09 -1.00
C -7.02 -0.46 -3.53
H -5.24 1.31 -0.90
H -5.06 0.62 -2.51
H -3.34 0.16 0.08
H -2.83 0.84 -1.42
H -3.20 -0.88 -1.40
H -7.87 -0.79 -4.13
H -6.14 -1.05 -3.78
H -6.81 0.60 -3.69
O -1.25 6.53 2.54
S -1.57 5.12 2.33
O -1.39 4.14 3.43
O -3.08 5.00 1.70
C -3.82 3.70 1.80
C -5.22 4.05 2.32
C -0.62 4.46 0.87
H -3.38 3.04 2.54
H -3.89 3.22 0.82
H -5.16 4.29 3.38
H -5.87 3.21 2.08
H -5.57 4.92 1.77
H 0.34 4.14 1.27
H -0.47 5.09 -0.01
H -1.15 3.55 0.56
C 2.14 1.18 4.77
S 3.95 0.90 4.54
O 4.70 2.06 5.15
C 4.07 1.30 2.73
H 1.98 1.32 5.84
H 1.60 0.29 4.47
H 1.80 2.06 4.22
H 3.34 0.76 2.12
H 5.13 1.16 2.48
H 4.01 2.36 2.51
C -1.82 -3.65 2.43
S -1.99 -3.91 4.19
O -0.94 -4.97 4.60
C -1.04 -2.36 4.72
H -2.37 -4.41 1.88
H -0.81 -3.64 2.02
H -2.28 -2.72 2.11
H 0.00 -2.57 4.48
H -1.33 -2.23 5.77
H -1.44 -1.63 4.03
*
```

As for the HOMO energy: -6.2 eV. The calculation puts the energy above the lowest of the compared OMol25 structures with the same formula, charge and spin at 245.0 kJ/mol. The value obtained for the total energy is -7656.4817 Eh. The HOMO-LUMO gap is 7.65 eV.

4.
The following is a DFT calculation (wB97M-V/def2-TZVPD) of a gas-phase ion, C4H12N2O (charge +1) in a non-equilibrium geometry.

```
! RIJCOSX wB97M-V def2-TZVPD def2/J DEFGRID3
* xyz 1 2
N 1.11 -0.70 -1.44
C 0.23 -0.31 -0.43
C -0.41 1.10 -0.59
C -1.91 1.11 -0.42
O -2.31 0.48 0.81
C 1.05 -0.32 0.94
N 2.12 -1.30 0.98
H 2.08 -0.41 -1.49
H 0.90 -1.59 -1.88
H -0.53 -1.04 -0.31
H -0.17 1.42 -1.61
H 0.07 1.84 0.03
H -2.43 0.54 -1.18
H -2.27 2.13 -0.43
H -1.65 0.76 1.46
H 0.30 -0.42 1.73
H 1.55 0.65 0.95
H 1.80 -2.26 0.85
H 2.52 -1.26 1.91
*
```

As for the HOMO energy (spin up / spin down): -14.4 / -14.3 eV. The calculation puts the energy above the lowest of the compared OMol25 structures with the same formula, charge and spin at 132.8 kJ/mol. The value obtained for the total energy is -344.0119 Eh. The HOMO-LUMO gap (spin up / spin down) is 11.04 / 6.08 eV.

5.
The following is a DFT calculation (wB97M-V/def2-TZVPD) of 4 unconnected molecules or ions with the total composition C3H14O3S in a non-equilibrium geometry.

```
! RIJCOSX wB97M-V def2-TZVPD def2/J DEFGRID3
* xyz -1 2
C 1.57 -0.69 -1.31
C 0.47 -0.02 -0.48
S 0.93 1.67 0.13
C -0.14 2.73 -0.88
H 1.27 -0.69 -2.36
H 2.55 -0.23 -1.27
H 1.70 -1.70 -0.98
H -0.40 0.27 -1.06
H 0.23 -0.65 0.37
H -0.92 3.14 -0.26
H -0.53 2.25 -1.78
H 0.47 3.55 -1.26
H 3.52 -0.81 0.94
H 4.65 -1.87 0.94
O 3.72 -1.73 0.70
H -0.90 -3.60 -3.13
H -1.46 -2.66 -2.18
O -1.58 -2.91 -3.11
H -4.44 -0.18 4.62
H -5.54 0.08 3.67
O -5.35 0.17 4.61
*
```

As for the HOMO energy (spin up / spin down): 0.9 / -5.5 eV. The calculation puts the energy above the lowest of the compared OMol25 structures with the same formula, charge and spin at 76.0 kJ/mol. The value obtained for the total energy is -746.5360 Eh. The HOMO-LUMO gap (spin up / spin down) is 1.94 / 8.41 eV.

6.
The following is a DFT calculation (wB97M-V/def2-TZVPD) of 3 unconnected molecules or ions with the total composition C16H39INO9P2 in a non-equilibrium geometry.

```
! RIJCOSX wB97M-V def2-TZVPD def2/J DEFGRID3
* xyz 1 1
I 1.18 7.30 3.60
C 2.00 5.95 2.15
C 2.88 6.76 1.17
O 4.02 6.09 0.68
C 4.75 5.45 1.71
C 3.91 4.30 2.21
N 2.75 4.89 2.94
H 1.13 5.50 1.69
H 3.16 7.73 1.59
H 2.26 6.97 0.30
H 4.90 6.17 2.52
H 5.73 5.14 1.37
H 4.47 3.67 2.89
H 3.52 3.72 1.37
H 3.02 5.25 3.86
H 2.08 4.14 3.14
O 2.08 0.39 2.78
P 2.14 -0.98 2.16
O 2.65 -0.55 0.66
C 3.98 -0.09 0.44
C 4.99 -1.22 0.43
O 0.52 -1.18 1.96
C -0.46 -0.60 2.82
C -1.13 0.58 2.15
O 2.35 -2.52 1.75
C 1.50 -3.63 2.14
C 0.67 -4.01 0.94
H 4.24 0.66 1.20
H 3.96 0.42 -0.53
H 5.08 -1.68 1.41
H 5.97 -0.85 0.13
H 4.68 -1.99 -0.27
H -0.02 -0.31 3.77
H -1.20 -1.38 3.02
H -0.39 1.33 1.87
H -1.87 1.03 2.81
H -1.64 0.26 1.23
H 0.87 -3.36 2.99
H 2.15 -4.44 2.46
H 0.06 -3.17 0.63
H 0.04 -4.87 1.16
H 1.33 -4.27 0.11
O -3.72 -0.79 -1.16
P -3.44 -1.65 -2.31
O -2.34 -1.08 -3.30
C -1.06 -0.70 -2.78
C -0.17 -1.89 -2.50
O -4.69 -1.64 -3.31
C -5.96 -1.11 -2.92
C -6.19 0.24 -3.57
O -3.12 -3.19 -2.27
C -4.16 -4.19 -2.16
C -4.32 -4.89 -3.49
H -1.20 -0.10 -1.87
H -0.61 -0.06 -3.53
H -0.57 -2.49 -1.68
H 0.83 -1.56 -2.22
H -0.09 -2.54 -3.38
H -6.04 -1.04 -1.84
H -6.71 -1.82 -3.27
H -5.39 0.93 -3.29
H -7.15 0.66 -3.26
H -6.18 0.15 -4.65
H -5.09 -3.75 -1.82
H -3.83 -4.89 -1.40
H -4.63 -4.18 -4.26
H -5.07 -5.68 -3.41
H -3.37 -5.33 -3.80
*
```

As for the HOMO energy: -11.9 eV. The value obtained for the total energy is -2345.2002 Eh. The HOMO-LUMO gap is 8.22 eV.

7.
The following is a DFT calculation (wB97M-V/def2-TZVPD) of 21 unconnected molecules or ions with the total composition C25H89FN2O23 in a non-equilibrium geometry.

```
! RIJCOSX wB97M-V def2-TZVPD def2/J DEFGRID3
* xyz 0 1
C -2.75 -1.15 -0.44
N -2.57 0.29 -0.81
C -1.16 0.68 -0.81
C -3.31 1.05 0.13
O -2.84 1.45 1.12
C -4.76 1.39 -0.11
O -5.38 0.64 -1.17
C -6.39 -0.11 -0.76
O -6.36 -1.26 -0.85
N -7.58 0.55 -0.24
F -8.58 0.38 -1.22
H -1.79 -1.66 -0.41
H -3.18 -1.21 0.56
H -3.39 -1.61 -1.18
H -1.02 1.71 -0.52
H -0.55 0.07 -0.14
H -0.74 0.55 -1.81
H -4.81 2.46 -0.31
H -5.28 1.26 0.84
H -7.91 -0.03 0.53
C 2.00 -2.09 -1.12
O 0.57 -2.19 -1.05
H 2.30 -1.13 -0.71
H 2.45 -2.89 -0.53
H 2.33 -2.16 -2.15
H 0.33 -3.05 -1.42
C 2.33 -2.85 2.57
O 1.43 -3.90 2.21
H 2.91 -3.18 3.43
H 3.00 -2.64 1.74
H 1.77 -1.95 2.83
H 0.92 -3.59 1.45
C 1.56 -0.53 5.31
O 1.51 0.12 4.04
H 1.62 -1.60 5.16
H 2.44 -0.18 5.87
H 0.65 -0.30 5.87
H 1.45 1.06 4.20
C 5.00 -3.38 -3.83
O 4.34 -2.25 -3.24
H 4.66 -4.27 -3.32
H 4.75 -3.45 -4.89
H 6.08 -3.28 -3.71
H 4.66 -1.46 -3.70
C 9.49 -4.04 -2.66
O 8.07 -4.14 -2.61
H 9.79 -3.07 -2.26
H 9.93 -4.83 -2.05
H 9.84 -4.13 -3.69
H 7.83 -5.00 -2.96
C -4.32 6.04 -0.81
O -4.99 4.78 -0.71
H -3.69 6.16 0.06
H -3.70 6.07 -1.71
H -5.05 6.85 -0.84
H -5.55 4.69 -1.49
C -11.56 -1.12 -0.73
O -12.20 0.08 -0.31
H -12.03 -1.96 -0.21
H -11.68 -1.25 -1.81
H -10.50 -1.09 -0.47
H -11.77 0.80 -0.78
C -6.39 9.71 1.02
O -6.12 8.87 -0.11
H -5.53 9.66 1.69
H -6.54 10.73 0.69
H -7.28 9.35 1.55
H -6.88 8.92 -0.69
C -0.45 -4.23 4.81
O 0.12 -4.00 6.10
H -1.48 -3.87 4.83
H 0.11 -3.69 4.05
H -0.44 -5.30 4.58
H 1.03 -4.32 6.07
C -7.21 2.65 -3.33
O -7.79 3.39 -2.26
H -6.86 3.35 -4.08
H -6.37 2.06 -2.96
H -7.96 1.98 -3.78
H -8.09 2.76 -1.60
C 5.11 -4.78 0.42
O 4.32 -5.53 1.34
H 6.03 -5.34 0.23
H 4.57 -4.65 -0.52
H 5.37 -3.81 0.84
H 3.52 -5.02 1.49
C 8.67 -7.10 0.64
O 8.66 -6.48 -0.65
H 8.72 -8.18 0.50
H 9.54 -6.77 1.20
H 7.76 -6.85 1.18
H 8.61 -5.52 -0.50
C -3.18 11.61 -0.48
O -4.60 11.45 -0.47
H -2.95 12.60 -0.11
H -2.71 10.87 0.16
H -2.80 11.51 -1.50
H -4.79 10.56 -0.80
C 5.68 -0.90 6.60
O 5.02 0.22 7.19
H 5.33 -1.80 7.10
H 5.43 -0.95 5.54
H 6.76 -0.81 6.73
H 5.35 1.01 6.73
C -11.59 1.39 -4.17
O -11.15 1.68 -2.85
H -12.59 1.81 -4.30
H -10.92 1.83 -4.90
H -11.64 0.31 -4.33
H -10.27 1.30 -2.75
C 7.17 -1.35 -0.74
O 6.44 -2.56 -0.65
H 7.85 -1.29 0.11
H 7.76 -1.32 -1.67
H 6.50 -0.48 -0.72
H 5.84 -2.59 -1.41
C -1.38 11.49 3.44
O -1.42 12.08 2.15
H -1.26 10.42 3.33
H -0.55 11.89 4.02
H -2.32 11.68 3.98
H -1.53 13.03 2.27
C 5.43 1.11 2.90
O 5.14 0.91 4.28
H 6.50 0.97 2.76
H 4.89 0.38 2.29
H 5.16 2.12 2.59
H 4.19 1.03 4.39
C 6.72 -9.82 -1.55
O 6.40 -10.01 -0.17
H 7.79 -9.96 -1.68
H 6.19 -10.54 -2.17
H 6.46 -8.80 -1.85
H 5.45 -9.87 -0.08
C 3.02 -3.21 -7.52
O 2.74 -3.39 -6.14
H 4.09 -3.35 -7.67
H 2.48 -3.95 -8.12
H 2.74 -2.20 -7.84
H 1.79 -3.27 -6.02
*
```

As for the HOMO energy: -9.2 eV. The value obtained for the total energy is -2945.3038 Eh. The HOMO-LUMO gap is 9.37 eV.

8.
The following is a DFT calculation (wB97M-V/def2-TZVPD) of a molecular structure, C12H42AgN16O11 in a non-equilibrium geometry.

```
! RIJCOSX wB97M-V def2-TZVPD def2/J DEFGRID3
* xyz -1 1
Ag 1.16 2.41 0.24
O 1.01 -0.01 1.38
C 0.42 -0.68 0.26
C -0.83 0.03 -0.30
O -0.85 1.22 -1.05
H 0.20 -1.72 0.52
H 1.19 -0.72 -0.53
H -1.52 0.09 0.56
H -1.39 -0.72 -0.88
C 2.70 -2.68 -2.44
C 3.68 -1.54 -2.54
O 3.32 -0.68 -3.64
H 2.77 -3.30 -3.34
H 1.72 -2.19 -2.48
H 2.79 -3.24 -1.51
H 4.69 -1.92 -2.70
H 3.64 -0.93 -1.64
H 4.01 -0.71 -4.30
C -0.83 -4.06 -2.12
O -0.38 -4.15 -0.98
N -1.59 -3.08 -2.64
N -0.61 -5.07 -3.03
H -1.73 -2.16 -2.26
H -1.94 -3.18 -3.58
H -0.12 -5.87 -2.67
H -0.90 -5.01 -3.99
C 0.63 3.03 3.27
O 1.61 3.31 2.57
N 0.03 1.84 3.32
N 0.00 3.98 4.04
H -0.94 1.80 3.61
H 0.41 1.17 2.65
H 0.56 4.81 4.12
H -0.85 3.79 4.53
C -3.01 0.17 3.85
O -2.78 1.35 4.05
N -2.14 -0.78 3.40
N -4.27 -0.37 3.96
H -1.23 -0.57 3.02
H -2.42 -1.73 3.24
H -4.88 0.33 4.36
H -4.53 -1.33 3.88
C -2.62 -0.14 -3.99
O -3.35 -0.50 -4.91
N -1.26 -0.14 -3.99
N -3.05 0.34 -2.78
H -0.86 0.42 -3.25
H -0.72 -0.39 -4.80
H -4.03 0.30 -2.55
H -2.31 0.60 -2.15
C 4.49 -0.04 2.20
O 5.68 0.01 2.53
N 3.50 0.40 3.01
N 3.99 -0.49 1.02
H 3.76 0.80 3.89
H 2.57 0.23 2.65
H 3.02 -0.73 0.92
H 4.73 -0.56 0.34
C -3.55 3.75 -0.23
O -4.62 4.21 0.19
N -3.19 3.91 -1.54
N -2.70 3.01 0.48
H -3.87 4.28 -2.17
H -2.52 3.31 -1.99
H -2.85 2.78 1.44
H -2.04 2.41 -0.01
C 1.22 -2.60 4.14
O 1.51 -3.41 5.03
N 1.04 -1.29 4.30
N 1.17 -2.96 2.82
H 1.04 -0.63 3.54
H 1.21 -0.99 5.24
H 1.33 -3.91 2.56
H 0.93 -2.23 2.16
C 1.01 2.61 -3.69
O 1.67 2.95 -4.68
N 1.30 1.52 -2.94
N -0.15 3.22 -3.32
H 0.69 1.26 -2.18
H 2.06 0.92 -3.25
H -0.48 4.06 -3.73
H -0.55 2.80 -2.49
*
```

As for the HOMO energy: -6.4 eV. The value obtained for the total energy is -2333.5162 Eh. The HOMO-LUMO gap is 8.15 eV.